Entry 1:
2 unconnected molecules or ions with the total composition C4HClF3NO, computed with ωB97M-V with the def2-TZVPD basis set.

Summary:
Multiplicity: 1
Calculated total energy in Ha: -1042.64991
Kohn-Sham gap (alpha / beta) in eV: 8.37 / 7.73
Net charge: 0

CARTESIAN COORDINATES (ANGSTROEM)
C1 -1.786 -0.990 0.498
C2 0.682 -0.570 0.034
C3 -1.987 0.312 0.069
C4 1.684 0.566 -0.146
N1 -1.515 -2.050 0.863
O1 0.697 -1.720 0.219
F1 2.060 1.024 1.077
F2 2.840 0.235 -0.764
F3 1.223 1.631 -0.722
Cl1 -2.442 0.469 -1.556
H1 -1.456 1.092 0.429

Forces on atoms 1 to 3 (eV/Å):
-0.7 0.1 0.7
-0.8 -0.1 0.0
-0.3 -2.5 -1.8


Entry 2:
A single C26H38N4O4 molecule, computed with ωB97M-V with the def2-TZVPD basis set.

Summary:
Energy above the lowest of the compared OMol25 structures with the same formula, charge and spin in kcal per mole: 22.3
SMILES: CCOC(=O)N1CCC(N2Cc3cccc(C(=O)NC[C@@H]4CCN(CC(C)C)C4)c3C2=O)CC1
Multiplicity: 1
Calculated total energy in Ha: -1533.61968
Kohn-Sham gap in eV: 8.56
Net charge: 0

CARTESIAN COORDINATES (ANGSTROEM)
C1 -8.133 -0.916 1.278
C2 -7.416 -0.275 0.104
H1 -7.293 -0.985 -0.722
H2 -7.968 0.591 -0.276
O1 -6.128 0.150 0.546
C3 -5.393 0.808 -0.378
O2 -5.758 0.990 -1.517
N1 -4.225 1.268 0.130
C4 -3.695 0.843 1.404
H3 -3.134 1.683 1.820
C5 -2.771 -0.373 1.218
H4 -3.332 -1.301 1.339
H5 -1.982 -0.345 1.968
C6 -2.136 -0.335 -0.184
N2 -0.921 -1.121 -0.234
C7 0.201 -0.842 0.467
O3 0.283 0.087 1.263
C8 1.220 -1.853 0.087
C9 2.557 -2.064 0.445
C10 3.205 -3.153 -0.141
C11 2.588 -4.001 -1.040
C12 1.269 -3.783 -1.406
C13 0.612 -2.712 -0.838
C14 -0.793 -2.271 -1.091
H6 -1.524 -3.044 -0.824
H7 -0.951 -2.001 -2.142
H8 0.769 -4.425 -2.115
H9 3.136 -4.830 -1.462
H10 4.237 -3.309 0.138
C15 3.440 -1.251 1.360
O4 4.611 -1.569 1.512
N3 2.870 -0.217 1.987
C16 3.636 0.713 2.775
H11 3.103 0.908 3.712
C17 3.874 2.036 2.033
H12 4.537 2.646 2.651
C18 2.562 2.784 1.718
C19 2.544 2.916 0.193
N4 3.371 1.815 -0.266
C20 3.784 1.885 -1.649
C21 2.619 1.755 -2.635
C22 3.152 1.756 -4.066
H13 3.715 2.665 -4.267
H14 3.808 0.904 -4.227
H15 2.331 1.697 -4.778
C23 1.826 0.483 -2.355
H16 0.983 0.398 -3.039
H17 1.458 0.501 -1.334
H18 2.459 -0.393 -2.472
H19 1.956 2.618 -2.513
H20 4.327 2.829 -1.857
H21 4.479 1.056 -1.816
C24 4.496 1.795 0.652
H22 5.219 2.598 0.416
H23 5.015 0.838 0.591
H24 2.965 3.891 -0.117
H25 1.536 2.831 -0.214
H26 1.702 2.204 2.050
H27 2.523 3.759 2.202
H28 4.596 0.241 2.999
H29 1.913 0.048 1.764
C25 -1.886 1.121 -0.594
H30 -1.320 1.157 -1.525
C26 -3.236 1.825 -0.775
H31 -3.133 2.899 -0.584
H32 -3.621 1.691 -1.789
H33 -1.291 1.602 0.182
H34 -2.826 -0.783 -0.909
H35 -4.519 0.606 2.075
H36 -7.566 -1.767 1.645
H37 -8.242 -0.197 2.086
H38 -9.117 -1.252 0.965

Forces on atoms 1 to 3 (eV/Å):
0.4 0.2 -0.2
-0.4 -0.1 -0.3
0.0 0.1 0.1


Entry 3:
A single C12H22N4O2 molecule, computed with ωB97M-V with the def2-TZVPD basis set.

Summary:
Energy above the lowest of the compared OMol25 structures with the same formula, charge and spin in kcal per mole: 2.7
SMILES: CCCCn1c(N)c(NCC(C)C)c(=O)[nH]c1=O
Multiplicity: 1
Calculated total energy in Ha: -840.02930
Kohn-Sham gap in eV: 8.40
Net charge: 0

CARTESIAN COORDINATES (ANGSTROEM)
C1 4.086 0.641 1.137
C2 3.108 0.669 -0.031
C3 2.419 2.027 -0.151
H1 1.860 2.228 0.765
C4 1.484 2.088 -1.361
N1 0.444 1.073 -1.299
C5 -0.529 1.102 -0.323
C6 -1.346 0.025 -0.103
C7 -1.312 -1.100 -0.999
O1 -2.041 -2.076 -0.938
N2 -0.362 -0.985 -2.009
C8 0.558 0.012 -2.179
O2 1.400 -0.029 -3.051
H2 -0.300 -1.756 -2.664
N3 -2.326 0.047 0.914
H3 -2.979 -0.710 0.729
C9 -1.878 -0.024 2.299
H4 -1.146 0.770 2.467
C10 -1.265 -1.359 2.773
C11 0.127 -1.593 2.188
H5 0.068 -1.807 1.125
H6 0.761 -0.720 2.334
H7 0.598 -2.444 2.676
C12 -2.181 -2.540 2.462
H8 -2.253 -2.703 1.389
H9 -3.180 -2.367 2.860
H10 -1.786 -3.448 2.912
H11 -1.164 -1.271 3.862
H12 -2.760 0.189 2.912
N4 -0.628 2.217 0.482
H13 -0.307 3.085 0.083
H14 -1.541 2.278 0.913
H15 1.034 3.081 -1.460
H16 2.047 1.875 -2.273
H17 3.171 2.809 -0.267
H18 2.356 -0.109 0.114
H19 3.636 0.448 -0.960
H20 4.863 1.391 1.004
H21 4.560 -0.334 1.212
H22 3.571 0.845 2.073

Forces on atoms 1 to 3 (eV/Å):
-0.1 -0.1 -0.2
0.1 0.2 0.1
0.0 -0.3 -0.2


Entry 4:
A molecular structure, C5H11IO2S, computed with ωB97M-V with the def2-TZVPD basis set.

Summary:
Energy above the lowest of the compared OMol25 structures with the same formula, charge and spin in kcal per mole: 46.5
Multiplicity: 1
Calculated total energy in Ha: -1043.35246
Kohn-Sham gap in eV: 9.64
Net charge: 0

CARTESIAN COORDINATES (ANGSTROEM)
C1 -0.139 0.355 -1.799
C2 -2.078 -0.809 -0.804
C3 1.057 1.508 1.536
C4 -0.947 0.112 -0.536
C5 0.243 -1.112 0.637
O1 2.400 -0.728 2.239
O2 2.510 0.157 -0.029
S1 1.740 -0.105 1.134
I1 0.954 -2.609 -0.627
H1 -0.915 0.655 -2.486
H2 0.352 1.341 -1.482
H3 0.491 -0.503 -1.967
H4 -1.926 -1.632 -1.526
H5 -2.292 -1.412 0.176
H6 -2.899 -0.268 -1.184
H7 0.238 1.333 2.321
H8 1.861 1.942 2.106
H9 0.856 2.167 0.748
H10 -1.143 1.003 0.100
H11 -0.364 -1.395 1.441

Forces on atoms 1 to 3 (eV/Å):
-0.4 3.3 2.9
-0.2 -2.6 2.5
-0.5 -1.8 3.6


Entry 5:
A molecular structure, C3H6O2S, computed with ωB97M-V with the def2-TZVPD basis set.

Summary:
Energy above the lowest of the compared OMol25 structures with the same formula, charge and spin in kcal per mole: 119.3
Multiplicity: 1
Calculated total energy in Ha: -666.40395
Kohn-Sham gap in eV: 10.29
Net charge: 0

CARTESIAN COORDINATES (ANGSTROEM)
C1 1.248 0.011 -0.263
C2 -0.227 0.302 -0.517
C3 -1.124 0.957 1.198
O1 0.582 -1.696 -2.126
O2 -0.310 -2.464 0.005
S1 0.201 -1.363 -0.805
H1 1.996 0.411 -0.873
H2 1.646 -0.006 0.654
H3 -0.675 0.858 -1.314
H4 -2.094 0.994 0.878
H5 -0.481 1.829 1.214
H6 -0.764 0.169 1.949

Forces on atoms 1 to 3 (eV/Å):
-1.7 -1.3 -2.3
-2.5 0.4 3.7
5.6 -3.2 -2.1


Entry 6:
A single C5H5NOS molecule, computed with ωB97M-V with the def2-TZVPD basis set.

Summary:
Energy above the lowest of the compared OMol25 structures with the same formula, charge and spin in kcal per mole: 59.7
Multiplicity: 3
Calculated total energy in Ha: -721.46782
Kohn-Sham gap (alpha / beta) in eV: 7.62 / 6.29
Net charge: 0

CARTESIAN COORDINATES (ANGSTROEM)
C1 1.491 0.351 0.396
C2 0.939 1.557 0.083
C3 -1.122 0.788 -0.424
C4 0.571 -0.886 0.286
C5 -0.662 -0.656 -0.550
N1 -0.459 1.797 -0.030
O1 -3.483 -0.663 -0.303
S1 -2.316 -0.231 0.462
H1 2.557 -0.010 0.526
H2 1.630 2.360 0.061
H3 1.204 -1.671 -0.308
H4 0.298 -1.419 1.258
H5 -0.649 -1.319 -1.457

Forces on atoms 1 to 3 (eV/Å):
-0.9 -3.0 -0.2
-1.3 0.7 1.7
-2.9 -3.2 -1.5